(1)
Entry from the OMol25 dataset: C42H42Br2GeIMgN4OPS as an isolated structure (wB97M-V/def2-TZVPD).

As for the calculated total energy: -10382.333783 Ha. The HOMO energy comes out at -7.049 eV. As for the largest force on an atom: 0.024 Eh/bohr. The orbital gap comes out at 7.20 eV. As for the spin multiplicity: 1. The value obtained for the LUMO energy is 0.1 eV.

Cartesian coordinates (Å):
I (2.25, -0.79, 1.21)
Br (-4.98, 4.08, 3.62)
Br (-5.84, -0.33, 0.16)
Ge (-2.13, 2.34, -2.52)
S (-0.63, -2.60, -1.26)
P (2.32, 0.11, -1.86)
Mg (-0.92, -0.12, -0.20)
O (-2.84, -0.28, 0.06)
N (-0.79, -1.50, 2.11)
N (-1.10, 1.42, 1.21)
N (-2.07, -3.76, -3.09)
N (-2.69, -1.60, -2.56)
C (-3.83, 1.40, -2.99)
C (-2.09, -3.47, 3.62)
C (2.69, 4.00, -4.31)
C (-1.93, 3.50, 2.82)
C (2.77, 3.95, -2.93)
C (-4.28, 2.72, 2.48)
C (-2.81, -4.53, 4.39)
C (-2.60, 3.82, -1.28)
C (0.74, -2.49, -4.59)
C (2.01, -1.35, -2.90)
C (2.49, 1.55, -2.99)
C (-2.40, 1.58, 1.45)
C (4.84, -0.05, -0.40)
C (-4.65, 0.86, 1.04)
C (6.27, 0.08, -0.44)
C (6.95, -0.01, -1.67)
C (-0.23, 2.25, 1.71)
C (4.15, -0.13, -1.64)
C (7.00, 0.30, 0.74)
C (-0.60, 3.32, 2.53)
C (-5.15, 1.86, 1.86)
C (1.37, -3.68, -4.27)
C (2.29, -3.71, -3.24)
C (2.51, 2.83, -5.03)
C (-0.68, 1.23, -1.82)
C (-1.15, -3.79, 2.65)
C (4.25, -0.12, 0.88)
C (-2.33, -2.12, 3.83)
C (4.87, -0.24, -2.81)
C (2.61, -2.56, -2.56)
C (2.67, 2.73, -2.28)
C (2.40, 1.61, -4.38)
C (6.36, 0.36, 1.95)
C (-1.65, -1.18, 3.07)
C (6.26, -0.21, -2.84)
C (1.05, -1.33, -3.90)
C (4.99, 0.11, 2.02)
C (-0.54, -2.79, 1.93)
C (-1.51, 3.23, -4.21)
C (-2.89, 2.63, 2.28)
C (-1.88, -2.64, -2.36)
C (-3.29, 0.65, 0.81)
H (-3.03, 3.45, -0.35)
H (-1.31, 2.48, -4.98)
H (2.89, 4.86, -2.36)
H (-1.81, -0.12, 3.25)
H (1.13, -4.59, -4.82)
H (-3.55, -1.73, -3.08)
H (0.00, -2.47, -5.38)
H (-2.68, -0.87, -1.86)
H (-4.20, 0.79, -2.17)
H (-2.09, -5.18, 4.89)
H (3.33, -2.59, -1.75)
H (6.91, 0.55, 2.86)
H (0.07, 1.95, -1.48)
H (-3.40, -5.15, 3.72)
H (-2.25, 4.32, 3.44)
H (-6.22, 1.96, 2.00)
H (4.33, -0.33, -3.75)
H (0.81, 2.07, 1.45)
H (2.78, 4.94, -4.82)
H (-0.25, 0.73, -2.69)
H (-1.72, 4.40, -1.03)
H (6.79, -0.32, -3.78)
H (4.51, 0.08, 2.99)
H (-0.58, 3.78, -4.04)
H (2.76, -4.65, -2.96)
H (-2.24, 3.93, -4.60)
H (2.25, 0.71, -4.97)
H (-1.37, -4.48, -3.02)
H (8.07, 0.42, 0.68)
H (-2.70, -3.77, -3.87)
H (2.44, 2.88, -6.10)
H (-4.59, 2.13, -3.22)
H (0.20, -3.03, 1.17)
H (8.03, 0.07, -1.67)
H (-3.33, 4.49, -1.74)
H (0.51, -0.42, -4.13)
H (-3.03, -1.80, 4.59)
H (0.15, 3.99, 2.92)
H (-3.70, 0.76, -3.86)
H (-0.90, -4.83, 2.45)
H (2.73, 2.69, -1.20)
H (-3.47, -4.09, 5.14)

=====

(2)
Entry from the OMol25 dataset: C13H28IrN3O4Si as an isolated structure (wB97M-V/def2-TZVPD).

The expectation value of S² is 0.76. As for the calculated total energy: -1370.963717 Ha. The HOMO energy (spin up / spin down) comes out at -11.875 / -11.870 eV. As for the total charge: +1. As for the largest force on an atom: 0.026 Eh/bohr. The orbital gap (spin up / spin down) comes out at 8.67 / 6.91 eV. As for the spin multiplicity: 2. The value obtained for the LUMO energy (spin up / spin down) is -3.2 / -5.0 eV.

Cartesian coordinates (Å):
Ir (0.58, -0.79, -0.22)
Si (-0.46, 3.80, 1.57)
O (2.56, -0.26, 0.29)
O (3.35, 0.42, 2.33)
O (2.80, -2.42, 2.83)
O (0.89, -1.86, 1.70)
N (0.80, -2.88, -1.04)
N (1.22, 0.07, -1.97)
N (-1.39, -1.09, -0.89)
C (0.46, -3.93, -0.04)
C (-1.77, -0.05, -1.88)
C (0.98, 4.31, 2.63)
C (-2.34, -0.97, 0.26)
C (2.14, -3.20, -1.57)
C (2.03, -1.79, 2.19)
C (2.81, -0.24, 1.52)
C (-0.21, -2.89, -2.11)
C (-0.66, 4.95, 0.12)
C (-0.11, 2.10, 0.91)
C (-2.04, 3.72, 2.57)
C (-1.54, -2.44, -1.53)
C (0.15, 0.99, 0.47)
H (-2.84, -0.14, -2.09)
H (0.81, -0.17, -2.86)
H (-1.94, 3.05, 3.42)
H (2.22, -0.13, -1.99)
H (0.30, -4.88, -0.56)
H (-1.55, 0.93, -1.47)
H (2.17, -4.21, -1.98)
H (-0.42, -3.67, 0.53)
H (-1.48, 4.63, -0.53)
H (2.87, -3.12, -0.76)
H (-2.29, 0.04, 0.64)
H (-2.28, 4.71, 2.95)
H (-0.89, 5.96, 0.46)
H (1.91, 4.33, 2.06)
H (1.12, 3.64, 3.48)
H (-2.03, -1.67, 1.04)
H (1.14, 1.08, -1.85)
H (-0.31, -3.90, -2.54)
H (-2.88, 3.38, 1.96)
H (0.11, -2.23, -2.91)
H (-2.30, -2.38, -2.31)
H (2.41, -2.49, -2.36)
H (-1.90, -3.14, -0.79)
H (1.28, -4.04, 0.66)
H (0.82, 5.32, 3.03)
H (-3.35, -1.21, -0.08)
H (0.25, 5.00, -0.48)
H (-1.23, -0.21, -2.82)

=====

(3)
Entry from the OMol25 dataset: the molecule C5H8OS2 (wB97M-V/def2-TZVPD).

As for the calculated total energy: -1066.831835 Ha. The HOMO energy comes out at -8.649 eV. As for the largest force on an atom: 0.092 Eh/bohr. The orbital gap comes out at 7.81 eV. Its structure (SMILES) is CO/C=C\C(=S)CS. As for the spin multiplicity: 1. The value obtained for the LUMO energy is -0.8 eV.

Cartesian coordinates (Å):
S (2.72, 1.45, -0.81)
S (1.85, -1.18, 1.68)
O (-1.87, 0.35, -0.54)
C (-1.89, -0.99, -0.64)
C (1.44, 0.05, -0.70)
C (-1.28, 1.02, 0.51)
C (1.00, -0.22, 0.70)
C (-0.13, 0.59, 1.16)
H (-1.78, 1.91, 0.83)
H (-1.31, -1.31, -1.62)
H (3.53, 0.84, 0.07)
H (0.56, 0.41, -1.24)
H (1.83, -0.83, -1.14)
H (-1.58, -1.54, 0.35)
H (-0.14, 0.87, 2.18)
H (-2.93, -1.43, -0.80)

=====

(4)
Entry from the OMol25 dataset: a 12-piece molecular cluster, C49H87F3O19S5 overall (wB97M-V/def2-TZVPD).

As for the calculated total energy: -5638.915636 Ha. The HOMO energy comes out at -8.964 eV. As for the largest force on an atom: 0.101 Eh/bohr. The orbital gap comes out at 9.05 eV. Its structure (SMILES) is CCOS(C)(=O)=O.CCOS(C)(=O)=O.CCOS(C)(=O)=O.CCOS(C)(=O)=O.CCOS(C)(=O)=O.Fc1ccccc1.Fc1ccccc1.Fc1ccccc1.C1CCOC1.C1CCOC1.C1CCOC1.C1CCOC1. As for the spin multiplicity: 1. The value obtained for the LUMO energy is 0.1 eV.

Cartesian coordinates (Å):
S (-7.65, -0.07, 1.94)
S (10.25, 4.72, -1.42)
S (-1.68, -2.96, 8.32)
S (0.90, 1.82, -1.54)
S (-7.66, 11.59, 1.41)
F (3.55, 2.31, -10.08)
F (-8.03, 4.21, -7.80)
F (2.24, -7.25, 4.23)
O (-2.14, -3.89, 7.25)
O (-8.07, 10.73, 2.54)
O (-5.99, -9.21, 2.87)
O (11.66, 4.59, -2.31)
O (0.33, 0.54, -0.60)
O (-8.63, 11.91, 0.34)
O (-2.35, -1.66, 8.51)
O (-6.38, -3.71, -4.37)
O (7.14, -1.26, -3.23)
O (-1.46, -3.76, 9.72)
O (-6.48, 0.70, 0.97)
O (0.05, 2.96, -1.22)
O (1.15, 1.29, -2.89)
O (1.40, 7.38, 5.33)
O (-6.37, 10.84, 0.70)
O (-8.12, -1.26, 1.27)
O (10.28, 3.77, -0.28)
O (-8.51, 1.01, 2.36)
O (9.12, 4.67, -2.32)
C (8.50, -1.42, -3.06)
C (-5.36, -7.94, 2.92)
C (-5.01, -10.17, 2.69)
C (3.19, -10.58, 3.33)
C (2.57, -8.52, 4.38)
C (-6.83, 13.11, 2.08)
C (-6.32, 2.85, -7.01)
C (-3.68, -9.61, 3.19)
C (-6.29, -0.34, 3.11)
C (7.86, -2.43, -5.15)
C (4.26, 0.22, -10.64)
C (-5.59, 9.84, 1.37)
C (-0.18, -5.50, 10.73)
C (4.22, -1.12, -10.54)
C (3.31, 1.00, -9.98)
C (14.00, 3.92, -2.49)
C (2.90, -9.24, 3.24)
C (-6.76, 4.08, -7.46)
C (2.55, 1.95, -0.57)
C (0.51, -0.74, -1.07)
C (-3.85, -8.20, 2.59)
C (0.47, 6.64, 6.22)
C (-5.41, -3.58, -3.37)
C (10.40, 6.50, -0.79)
C (0.05, -1.68, 0.02)
C (-5.44, -5.78, -4.02)
C (-1.22, -5.08, 9.65)
C (-4.99, 2.71, -6.69)
C (1.29, 5.38, 6.46)
C (2.71, 5.79, 6.40)
C (12.87, 4.64, -1.61)
C (-5.82, 2.39, -0.53)
C (-5.87, 5.18, -7.55)
C (-4.18, 9.78, 0.88)
C (-6.96, 1.65, 0.07)
C (-4.40, -4.74, -3.62)
C (2.38, 0.46, -9.14)
C (-6.30, -5.06, -4.97)
C (-4.04, 3.73, -6.83)
C (2.34, -0.94, -9.02)
C (-4.52, 5.00, -7.23)
C (3.02, -11.27, 4.52)
C (3.24, -1.69, -9.73)
C (6.86, -1.36, -4.67)
C (2.57, -9.18, 5.61)
C (0.15, -2.71, 7.90)
C (8.94, -2.23, -4.21)
C (2.68, -10.58, 5.66)
C (2.72, 6.96, 5.47)
H (3.08, 7.79, 6.09)
H (-5.42, -0.70, 2.56)
H (-6.25, 2.95, -1.36)
H (-1.01, -1.93, 0.02)
H (-4.93, -6.53, -4.63)
H (3.05, 5.98, 7.41)
H (2.78, -8.94, 2.21)
H (-3.20, -7.51, 3.13)
H (0.27, 7.24, 7.11)
H (-4.72, 1.77, -6.23)
H (9.38, 6.70, -0.45)
H (2.37, 2.20, 0.47)
H (5.01, 0.67, -11.27)
H (-3.70, -8.12, 1.51)
H (3.15, 6.71, 4.50)
H (-3.85, 5.84, -7.40)
H (-3.89, 10.73, 1.33)
H (-0.03, -6.58, 10.75)
H (8.04, -2.37, -6.23)
H (-7.50, 13.89, 2.45)
H (-7.49, 1.12, -0.72)
H (-3.91, -5.08, -2.71)
H (0.72, -1.98, 8.48)
H (0.95, 4.80, 5.61)
H (-5.49, 9.95, 2.45)
H (8.87, -1.78, -2.10)
H (0.32, -1.22, 0.97)
H (0.59, -2.63, 0.06)
H (-7.17, -5.72, -4.94)
H (-4.92, -2.61, -3.30)
H (-6.65, -1.15, 3.75)
H (-5.99, -6.25, -3.21)
H (14.92, 3.93, -1.91)
H (1.64, 1.04, -8.61)
H (7.63, -3.49, -5.03)
H (2.58, -11.09, 6.61)
H (2.97, 0.95, -0.69)
H (-4.02, 9.82, -0.20)
H (13.82, 2.85, -2.60)
H (-5.01, -10.30, 1.61)
H (-0.48, 6.48, 5.72)
H (-6.05, 8.89, 1.12)
H (-6.14, 12.91, 2.89)
H (9.85, -1.74, -4.57)
H (-3.53, 9.01, 1.30)
H (-0.17, -1.00, -1.88)
H (-0.63, -5.29, 11.71)
H (9.22, -3.18, -3.77)
H (3.36, 4.99, 6.04)
H (0.72, -4.94, 10.46)
H (12.79, 4.22, -0.61)
H (-6.41, 13.54, 1.17)
H (-2.11, -5.59, 10.01)
H (-6.21, 6.11, -7.97)
H (14.16, 4.41, -3.45)
H (0.18, -2.43, 6.85)
H (-2.85, -10.20, 2.82)
H (2.25, -8.74, 6.54)
H (-3.02, 3.61, -6.50)
H (-5.57, -7.54, 3.91)
H (-5.02, 1.75, -0.90)
H (-5.79, -5.04, -5.94)
H (0.96, 4.86, 7.36)
H (-1.00, -5.49, 8.66)
H (-7.59, 2.38, 0.58)
H (1.65, -1.41, -8.34)
H (10.56, 7.19, -1.62)
H (4.96, -1.73, -11.05)
H (-5.76, -3.74, -2.35)
H (2.86, -12.34, 4.60)
H (-5.24, -11.09, 3.22)
H (3.35, -2.75, -9.55)
H (-5.98, 0.57, 3.61)
H (-6.94, 1.96, -6.97)
H (11.16, 6.49, -0.01)
H (5.80, -1.59, -4.81)
H (3.09, 2.70, -1.15)
H (3.41, -11.06, 2.39)
H (-5.87, -7.43, 2.10)
H (13.25, 5.66, -1.68)
H (0.65, -3.67, 7.90)
H (-3.70, -4.50, -4.42)
H (7.19, -0.38, -5.03)
H (1.52, -0.85, -1.47)
H (-5.36, 3.13, 0.13)
H (-3.59, -9.71, 4.27)
H (8.97, -0.44, -2.99)

=====

(5)
Entry from the OMol25 dataset: a 12-piece molecular cluster, C36H90N6O24S6 overall (wB97M-V/def2-TZVPD).

As for the calculated total energy: -5949.059217 Ha. The HOMO energy comes out at -9.144 eV. As for the largest force on an atom: 0.078 Eh/bohr. The orbital gap comes out at 9.20 eV. Its structure (SMILES) is CCOS(C)(=O)=O.CCOS(C)(=O)=O.CCOS(C)(=O)=O.CCOS(C)(=O)=O.CCOS(C)(=O)=O.CCOS(C)(=O)=O.CNC(C)=O.CNC(C)=O.CNC(C)=O.CNC(C)=O.CNC(C)=O.CNC(C)=O. As for the spin multiplicity: 1. The value obtained for the LUMO energy is 0.1 eV.

Cartesian coordinates (Å):
S (-3.68, 1.36, 4.70)
S (-5.22, -0.80, -2.34)
S (6.38, -5.00, 2.90)
S (-1.03, -3.45, 5.03)
S (0.91, -4.85, 0.33)
S (3.20, 2.58, 1.82)
O (-4.85, 0.72, 5.27)
O (-1.54, 4.26, -4.59)
O (3.28, 1.24, 2.32)
O (5.17, 0.28, -6.20)
O (-3.97, -0.18, -2.02)
O (-4.16, 2.38, 3.57)
O (3.66, 0.04, -1.24)
O (0.17, 0.33, -0.37)
O (1.99, -5.53, -0.28)
O (1.84, 3.27, 2.37)
O (-1.17, -3.30, 3.65)
O (0.41, -3.01, 5.40)
O (-1.26, -4.76, 5.60)
O (-2.64, 0.48, 4.17)
O (1.20, -3.63, 1.00)
O (4.26, 3.53, 2.11)
O (5.11, -5.25, 3.56)
O (6.57, -3.50, 2.48)
O (7.56, -5.44, 3.62)
O (-3.18, 5.43, -1.09)
O (-0.20, -4.59, -0.76)
O (-6.30, -0.05, -2.92)
O (-5.74, -1.47, -1.01)
O (0.62, -0.49, -5.25)
N (0.97, -1.24, -3.11)
N (3.02, 0.59, -6.48)
N (-3.43, 5.26, -5.33)
N (4.65, -0.87, -3.07)
N (1.17, -0.48, 1.47)
N (-4.11, 3.58, -1.96)
C (1.00, -3.30, 6.66)
C (-6.69, -0.74, -0.17)
C (0.53, 1.16, -3.41)
C (-6.02, 0.23, 0.75)
C (-4.88, -2.31, -3.21)
C (-1.35, -0.21, 1.47)
C (-1.83, 6.56, -3.98)
C (1.20, -1.19, 2.80)
C (-1.77, 3.46, -1.49)
C (5.37, -2.63, 2.48)
C (4.07, 1.53, -3.01)
C (-2.07, -2.22, 5.83)
C (-3.13, 3.12, 2.80)
C (-3.82, 4.21, 2.10)
C (2.77, 2.65, 0.15)
C (-2.26, 5.25, -4.68)
C (0.19, -5.94, 1.44)
C (-4.08, 4.07, -5.79)
C (3.77, -1.75, -6.19)
C (4.95, -2.14, -2.45)
C (-2.93, 2.39, 6.06)
C (1.58, -2.02, 7.27)
C (0.97, 2.69, 3.33)
C (0.68, -0.26, -4.03)
C (6.34, -5.82, 1.34)
C (1.04, 3.47, 4.63)
C (0.10, -0.15, 0.78)
C (-5.35, 4.34, -2.20)
C (5.23, -1.88, 3.77)
C (-2.33, -3.53, -1.38)
C (3.03, 2.09, -6.50)
C (-0.97, -3.36, -0.69)
C (4.07, -0.26, -6.30)
C (4.08, 0.13, -2.40)
C (1.26, -2.63, -3.50)
C (-3.09, 4.24, -1.46)
H (2.69, 2.53, -5.55)
H (1.06, -6.02, 2.09)
H (-0.55, -5.37, 2.06)
H (-0.03, 2.50, 2.91)
H (-2.88, -2.53, -1.28)
H (1.38, 1.71, 3.44)
H (-1.07, 7.09, -4.53)
H (-6.15, 3.64, -2.07)
H (5.27, -6.00, 1.10)
H (0.97, 1.95, -3.99)
H (-1.37, 6.42, -3.01)
H (-2.36, 3.56, 3.47)
H (-0.15, -6.84, 0.92)
H (0.79, -1.30, 7.42)
H (-1.87, 2.51, -2.00)
H (-1.36, 3.23, -0.49)
H (0.51, -3.35, -3.24)
H (-2.99, 4.60, 1.45)
H (2.14, 0.11, -6.32)
H (4.44, -3.12, 2.13)
H (-1.75, -1.30, 5.43)
H (2.00, -1.90, 2.66)
H (-5.36, -0.31, 1.53)
H (-7.17, -1.54, 0.40)
H (2.08, -0.29, 1.04)
H (-3.10, -2.41, 5.51)
H (-5.53, 5.02, -1.39)
H (-4.10, -2.08, -3.90)
H (3.39, -2.05, -7.18)
H (-4.05, 6.08, -5.31)
H (-4.08, 2.75, -2.47)
H (5.01, -0.63, -4.05)
H (4.68, -2.98, -3.12)
H (-6.75, 0.90, 1.29)
H (-5.32, 0.83, 0.17)
H (-2.66, 7.24, -3.82)
H (4.72, 1.73, -3.91)
H (-2.36, 1.66, 6.61)
H (3.06, 1.67, -3.39)
H (3.39, 2.05, -0.42)
H (6.19, -1.37, 4.05)
H (4.37, 2.17, -2.21)
H (-4.67, 3.57, -4.94)
H (6.70, -6.79, 1.52)
H (5.58, -1.88, 1.71)
H (2.98, -1.87, -5.43)
H (1.26, -2.62, -4.62)
H (-2.02, -0.23, 0.57)
H (4.01, 2.44, -6.81)
H (0.27, -3.77, 7.36)
H (-2.26, 3.15, 5.62)
H (5.97, -2.10, -2.05)
H (0.68, 2.86, 5.42)
H (-3.72, 2.75, 6.70)
H (1.82, -4.03, 6.56)
H (-4.69, 3.87, 1.53)
H (-7.31, -0.18, -0.83)
H (-5.35, 4.88, -3.16)
H (-2.94, -4.23, -0.83)
H (2.69, 3.68, -0.13)
H (2.11, -2.21, 8.18)
H (1.21, -0.54, 3.73)
H (-0.55, 1.40, -3.29)
H (-4.45, -3.00, -2.49)
H (-1.91, -2.36, 6.89)
H (2.23, -2.97, -3.22)
H (1.77, 2.17, 0.10)
H (-5.79, -2.78, -3.62)
H (2.33, 2.36, -7.26)
H (2.20, -1.50, 6.53)
H (1.16, -0.82, -2.17)
H (-1.33, 0.76, 1.96)
H (2.05, 3.89, 4.76)
H (4.28, -2.22, -1.56)
H (0.97, 1.21, -2.38)
H (4.64, -2.38, -6.02)
H (-4.13, 5.03, 2.77)
H (-1.08, 4.04, -2.06)
H (-2.67, 2.43, 2.08)
H (6.92, -5.28, 0.63)
H (-4.82, 4.35, -6.48)
H (-1.19, -3.21, 0.38)
H (0.41, 4.35, 4.59)
H (4.56, -1.06, 3.61)
H (-0.33, -2.52, -1.01)
H (-3.43, 3.27, -6.16)
H (4.90, -2.52, 4.59)
H (-1.52, -1.08, 2.06)
H (0.31, -1.73, 2.95)
H (-2.32, -3.81, -2.45)